# 1
Here is 2 unconnected molecules or ions with the total composition H2N4O3 from OMol25. Energies are from wB97M-V/def2-TZVPD.

Each line ends with the Löwdin charge.
CARTESIAN COORDINATES (ANGSTROEM)
N 0.011 0.917 -0.017  -0.203
N -1.967 -0.327 -0.159  0.065
N -0.591 -0.147 -0.161  -0.040
N 2.216 -0.725 -0.146  -0.142
O -0.192 2.118 -0.104  0.033
O 2.014 0.413 0.221  0.056
O 3.175 -1.452 0.016  0.066
H -2.331 -1.255 0.018  0.092
H -2.335 0.457 0.332  0.073

Calculated values
**HOMO-LUMO gap (alpha / beta)**: 8.64 / 7.20 eV
**E_LUMO (alpha / beta)**: -0.0321 / -0.0713 Ha
**HOMO energy (alpha / beta)**: -9.5 / -9.1 eV
**Charge**: 0
**Relative energy (zero: lowest compared OMol25 entry of this formula, charge and spin)**: 3.5410 eV


# 2
Here is H2NO2P in the gas phase from OMol25. Energies are from wB97M-V/def2-TZVPD.

Each line ends with the Löwdin charge.
CARTESIAN COORDINATES (ANGSTROEM)
N 0.344 -1.487 0.461  -0.126
O -0.570 -0.271 -1.711  -0.296
O 0.065 1.306 0.370  -0.164
P -0.054 -0.236 -0.348  0.607
H 0.751 -1.181 1.288  -0.045
H -0.537 1.868 -0.060  0.023

Calculated values
**HOMO-LUMO gap**: 10.76 eV
**E_LUMO**: -0.0120 Ha
**HOMO energy**: -11.1 eV
**Charge**: 0
**Relative energy (zero: lowest compared OMol25 entry of this formula, charge and spin)**: 0.0994 eV


# 3
Here is a gas-phase ion, H2NO2S (charge -1) from OMol25. Energies are from wB97M-V/def2-TZVPD.

Each line ends with the Löwdin charge.
CARTESIAN COORDINATES (ANGSTROEM)
N 0.847 -0.066 -1.450  -0.197
O 0.742 -0.702 -0.318  -0.603
O -1.691 0.831 1.026  -0.771
S -0.577 -0.163 1.218  0.699
H 0.210 -0.537 -2.141  -0.033
H 0.470 0.637 1.664  -0.096

Calculated values
**HOMO-LUMO gap (alpha / beta)**: 6.35 / 6.45 eV
**E_LUMO (alpha / beta)**: 0.1522 / 0.1597 Ha
**HOMO energy (alpha / beta)**: -2.2 / -2.1 eV
**Charge**: -1
**Relative energy (zero: lowest compared OMol25 entry of this formula, charge and spin)**: 4.2145 eV


# 4
Here is a gas-phase ion, H2NO2S (charge -1) from OMol25. Energies are from wB97M-V/def2-TZVPD.

Each line ends with the Löwdin charge.
CARTESIAN COORDINATES (ANGSTROEM)
N -1.182 -0.197 -0.417  -0.233
O 1.349 -0.874 0.420  -0.591
O 1.125 1.548 0.130  -0.584
S 0.946 0.227 -0.469  0.603
H -0.686 -1.003 -0.083  -0.139
H -1.552 0.299 0.418  -0.056

Calculated values
**HOMO-LUMO gap**: 7.61 eV
**E_LUMO**: 0.1569 Ha
**HOMO energy**: -3.3 eV
**Charge**: -1
**Relative energy (zero: lowest compared OMol25 entry of this formula, charge and spin)**: 0.3833 eV


# 5
Here is 2 unconnected molecules or ions with the total composition H2NO3S from OMol25. Energies are from wB97M-V/def2-TZVPD.

Each line ends with the Löwdin charge.
CARTESIAN COORDINATES (ANGSTROEM)
N 0.057 0.410 -0.281  -0.301
O 1.116 1.027 -0.868  -0.424
O -2.486 -1.050 -0.511  -0.569
O -2.615 0.922 0.901  -0.572
S -2.470 0.401 -0.457  0.704
H 0.043 -0.661 -0.331  0.068
H -0.002 0.777 0.762  0.094

Calculated values
**HOMO-LUMO gap (alpha / beta)**: 5.87 / 6.63 eV
**E_LUMO (alpha / beta)**: 0.1403 / 0.1400 Ha
**HOMO energy (alpha / beta)**: -2.1 / -2.8 eV
**Charge**: -1
**Relative energy (zero: lowest compared OMol25 entry of this formula, charge and spin)**: 3.5649 eV


# 6
Here is a gas-phase ion, H2NO3S2 (charge -1) from OMol25. Energies are from wB97M-V/def2-TZVPD.

Each line ends with the Löwdin charge.
CARTESIAN COORDINATES (ANGSTROEM)
N -0.798 -0.067 -1.010  -0.542
O 0.577 -0.892 1.332  -0.372
O 1.713 -0.954 -0.805  -0.362
O 1.284 1.224 0.309  -0.368
S -1.860 0.801 0.014  0.498
S 0.993 -0.175 0.154  0.393
H -1.104 -0.980 -0.873  -0.085
H -0.806 1.044 0.879  -0.162

Calculated values
**HOMO-LUMO gap**: 7.68 eV
**E_LUMO**: 0.1335 Ha
**HOMO energy**: -4.1 eV
**Structure (SMILES)**: O=S(=O)([O-])NS
**Charge**: -1
**Relative energy (zero: lowest compared OMol25 entry of this formula, charge and spin)**: 0.9722 eV


# 7
Here is 2 unconnected molecules or ions with the total composition H2NO3S3 from OMol25. Energies are from wB97M-V/def2-TZVPD.

Each line ends with the Löwdin charge.
CARTESIAN COORDINATES (ANGSTROEM)
N 0.562 -0.957 3.110  -1.228
O -1.209 -1.003 -0.012  -0.345
O 0.575 -2.088 -1.308  -0.448
O 1.232 -0.369 0.344  -0.307
S -1.060 -0.911 3.112  0.358
S 1.506 -0.138 4.123  0.299
S 0.285 -1.697 0.044  0.793
H -1.471 -0.835 0.909  -0.097
H 1.250 -0.231 1.305  -0.026

Calculated values
**HOMO-LUMO gap**: 6.83 eV
**E_LUMO**: 0.1074 Ha
**HOMO energy**: -3.9 eV
**Charge**: -1
**Relative energy (zero: lowest compared OMol25 entry of this formula, charge and spin)**: 0.6479 eV


# 8
Here is H2NO4P in the gas phase from OMol25. Energies are from wB97M-V/def2-TZVPD.

Each line ends with the Löwdin charge.
CARTESIAN COORDINATES (ANGSTROEM)
N 0.573 -0.155 0.280  -0.276
O 0.124 -1.115 -0.637  0.048
O 1.914 -0.178 0.517  -0.354
O 4.406 0.342 0.260  -0.413
O 0.394 1.192 -0.104  -0.002
P 3.302 -0.285 -0.420  0.858
H 0.686 -1.078 -1.349  0.023
H -0.369 1.456 0.439  0.115

Calculated values
**HOMO-LUMO gap**: 9.36 eV
**E_LUMO**: -0.0219 Ha
**HOMO energy**: -10.0 eV
**Structure (SMILES)**: O=PON(O)O
**Charge**: 0
**Relative energy (zero: lowest compared OMol25 entry of this formula, charge and spin)**: 4.0214 eV


# 9
Here is H2NO4P in the gas phase from OMol25. Energies are from wB97M-V/def2-TZVPD.

Each line ends with the Löwdin charge.
CARTESIAN COORDINATES (ANGSTROEM)
N -1.171 0.269 0.156  -0.537
O -1.373 -0.205 1.263  0.004
O -1.843 1.104 -0.430  0.002
O 0.487 -1.564 0.447  -0.330
O 1.568 0.790 -0.599  -0.284
P 0.119 -0.703 -0.828  1.099
H 0.945 -1.063 1.209  0.135
H 1.268 1.371 -1.217  -0.088

Calculated values
**HOMO-LUMO gap**: 9.74 eV
**E_LUMO**: -0.0362 Ha
**HOMO energy**: -10.7 eV
**Charge**: 0
**Relative energy (zero: lowest compared OMol25 entry of this formula, charge and spin)**: 3.2521 eV


# 10
Here is a molecular structure, H2NO5PS from OMol25. Energies are from wB97M-V/def2-TZVPD.

Each line ends with the Löwdin charge.
CARTESIAN COORDINATES (ANGSTROEM)
N -0.615 1.440 0.373  -0.001
O 1.474 2.039 -0.996  -0.184
O 0.033 -2.852 -0.656  -0.230
O -1.463 -1.173 0.182  -0.327
O 0.564 -0.365 -1.303  -0.276
O 0.797 -1.187 1.055  -0.290
P 0.559 1.011 -0.628  0.629
S -0.059 -1.593 -0.004  0.504
H -1.071 0.645 0.924  0.101
H -0.220 2.035 1.054  0.072

Calculated values
**HOMO-LUMO gap**: 10.39 eV
**E_LUMO**: -0.0314 Ha
**HOMO energy**: -11.2 eV
**Charge**: 0
**Relative energy (zero: lowest compared OMol25 entry of this formula, charge and spin)**: 1.4229 eV


# 11
Here is a gas-phase ion, H2NOS2 (charge -1) from OMol25. Energies are from wB97M-V/def2-TZVPD.

Each line ends with the Löwdin charge.
CARTESIAN COORDINATES (ANGSTROEM)
N -0.658 0.879 -0.811  -0.404
O -0.226 -1.884 0.012  -0.669
S 1.995 0.540 0.135  0.042
S 0.211 -0.043 0.092  0.130
H -1.342 0.161 -0.925  -0.078
H 0.020 0.347 1.497  -0.021

Calculated values
**HOMO-LUMO gap**: 8.24 eV
**E_LUMO**: 0.1387 Ha
**HOMO energy**: -4.5 eV
**Structure (SMILES)**: N=[S@@H]([O-])=S
**Charge**: -1
**Relative energy (zero: lowest compared OMol25 entry of this formula, charge and spin)**: 2.9312 eV


# 12
Here is 2 unconnected molecules or ions with the total composition H2NPS2 from OMol25. Energies are from wB97M-V/def2-TZVPD.

Each line ends with the Löwdin charge.
CARTESIAN COORDINATES (ANGSTROEM)
N -0.526 0.455 -0.785  -0.589
P 0.592 -1.177 1.985  0.198
S 1.758 -0.126 0.880  0.007
S -1.694 -0.516 -0.110  0.394
H -0.028 0.075 -1.559  -0.002
H -0.103 1.289 -0.412  -0.008

Calculated values
**HOMO-LUMO gap (alpha / beta)**: 6.76 / 6.00 eV
**E_LUMO (alpha / beta)**: -0.0545 / -0.0619 Ha
**HOMO energy (alpha / beta)**: -8.2 / -7.7 eV
**Charge**: 0
**Relative energy (zero: lowest compared OMol25 entry of this formula, charge and spin)**: 2.4347 eV


# 13
Here is a molecular structure, H2O13S3Zn from OMol25. Energies are from wB97M-V/def2-TZVPD.

Each line ends with the Löwdin charge.
CARTESIAN COORDINATES (ANGSTROEM)
Zn -0.096 0.250 0.177  0.487
S -0.283 1.467 -2.126  0.151
O -0.858 0.197 -1.621  -0.386
O -1.262 2.409 -2.593  -0.431
O 0.339 1.880 -0.906  -0.389
O 0.627 1.190 -3.239  -0.426
S -2.492 -0.330 1.290  0.150
O -2.755 -0.400 2.712  -0.453
O -1.920 0.958 0.977  -0.405
O -1.300 -1.134 0.889  -0.399
O -3.642 -0.701 0.510  -0.406
S 2.231 -1.926 -0.521  0.120
O 2.278 -2.031 -1.963  -0.421
O 1.424 -0.720 -0.168  -0.395
O 1.680 -3.093 0.111  -0.438
O 3.574 -1.810 -0.010  -0.478
O 0.663 1.204 1.808  -0.011
H 1.046 0.557 2.400  0.071
H 0.748 2.036 2.273  0.060

Calculated values
**HOMO-LUMO gap**: 4.13 eV
**E_LUMO**: 0.3319 Ha
**HOMO energy**: 4.9 eV
**Charge**: -4
**Relative energy (zero: lowest compared OMol25 entry of this formula, charge and spin)**: 2.5102 eV


# 14
Here is a molecular structure, H2O4S3 from OMol25. Energies are from wB97M-V/def2-TZVPD.

Each line ends with the Löwdin charge.
CARTESIAN COORDINATES (ANGSTROEM)
O -0.693 1.343 1.159  -0.238
O 0.059 1.391 -1.180  -0.245
O 0.876 -0.461 0.370  -0.788
O -1.581 -0.209 -0.507  -0.676
S 2.139 0.454 0.684  0.811
S -1.856 -1.621 0.389  0.824
S -0.408 0.708 -0.045  0.433
H 2.178 0.715 -0.624  -0.104
H -0.715 -2.322 -0.246  -0.017

Calculated values
**HOMO-LUMO gap**: 9.09 eV
**E_LUMO**: -0.0154 Ha
**HOMO energy**: -9.5 eV
**Charge**: 0
**Relative energy (zero: lowest compared OMol25 entry of this formula, charge and spin)**: 0.9588 eV


# 15
Here is 2 unconnected molecules or ions with the total composition H2O5P2 from OMol25. Energies are from wB97M-V/def2-TZVPD.

Each line ends with the Löwdin charge.
CARTESIAN COORDINATES (ANGSTROEM)
O 0.354 1.452 -0.188  -0.130
O 1.475 -2.681 -2.376  -0.587
O 0.273 -0.536 -2.072  -0.572
O 0.601 -4.021 0.972  -0.581
O -0.956 -2.173 1.380  -0.602
P -0.297 -3.041 0.367  0.256
P 1.078 -1.636 -1.422  0.300
H 0.100 0.776 -0.791  -0.081
H 0.733 0.753 0.352  -0.004

Calculated values
**HOMO-LUMO gap**: 6.62 eV
**E_LUMO**: 0.2577 Ha
**HOMO energy**: 0.4 eV
**Charge**: -2
**Relative energy (zero: lowest compared OMol25 entry of this formula, charge and spin)**: 2.4694 eV


# 16
Here is H2OP2 in the gas phase from OMol25. Energies are from wB97M-V/def2-TZVPD.

Each line ends with the Löwdin charge.
CARTESIAN COORDINATES (ANGSTROEM)
O 1.990 0.228 0.826  -0.616
P 1.033 0.487 -0.344  0.519
P -0.976 0.196 0.429  0.456
H -0.639 -1.071 0.006  -0.186
H -1.408 0.161 -0.917  -0.173

Calculated values
**HOMO-LUMO gap**: 8.13 eV
**E_LUMO**: -0.0369 Ha
**HOMO energy**: -9.1 eV
**Structure (SMILES)**: O=P#[PH2]
**Charge**: 0
**Relative energy (zero: lowest compared OMol25 entry of this formula, charge and spin)**: 0.0870 eV


# 17
Here is H2P2S4 in the gas phase from OMol25. Energies are from wB97M-V/def2-TZVPD.

Each line ends with the Löwdin charge.
CARTESIAN COORDINATES (ANGSTROEM)
P -0.212 1.951 0.519  0.107
P 2.884 0.138 -0.097  -0.119
S 1.439 1.783 -1.025  -0.009
S 1.551 0.559 1.591  0.006
S 4.885 -0.498 -0.195  0.043
S -1.533 0.564 -0.283  0.270
H 2.168 -0.904 -0.679  -0.099
H -2.454 0.761 0.662  -0.199

Calculated values
**HOMO-LUMO gap**: 7.14 eV
**E_LUMO**: -0.0684 Ha
**HOMO energy**: -9.0 eV
**Structure (SMILES)**: S=[PH]1SP(S)S1
**Charge**: 0
**Relative energy (zero: lowest compared OMol25 entry of this formula, charge and spin)**: 2.2940 eV


# 18
Here is 2 unconnected molecules or ions with the total composition H2P2S4 from OMol25. Energies are from wB97M-V/def2-TZVPD.

Each line ends with the Löwdin charge.
CARTESIAN COORDINATES (ANGSTROEM)
P 0.559 1.943 1.224  -0.100
P 1.485 0.096 -1.067  0.085
S -0.868 -2.160 -1.081  0.460
S -0.041 1.458 -0.941  0.014
S 1.993 -0.091 0.865  0.033
S -0.772 1.481 2.504  0.024
H -0.708 -0.934 -1.503  -0.365
H -1.647 -1.793 -0.001  -0.151

Calculated values
**HOMO-LUMO gap**: 6.76 eV
**E_LUMO**: -0.0679 Ha
**HOMO energy**: -8.6 eV
**Charge**: 0
**Relative energy (zero: lowest compared OMol25 entry of this formula, charge and spin)**: 1.1600 eV


# 19
Here is H2S2 in the gas phase from OMol25. Energies are from wB97M-V/def2-TZVPD.

Each line ends with the Löwdin charge.
CARTESIAN COORDINATES (ANGSTROEM)
S 1.178 -0.571 -0.109  0.258
S -1.396 -0.672 0.000  0.339
H 1.513 0.688 0.312  -0.238
H -1.295 0.555 -0.204  -0.359

Calculated values
**HOMO-LUMO gap**: 7.49 eV
**E_LUMO**: -0.0719 Ha
**HOMO energy**: -9.5 eV
**Structure (SMILES)**: SS
**Charge**: 0
**Relative energy (zero: lowest compared OMol25 entry of this formula, charge and spin)**: 1.5272 eV


# 20
Here is 15 unconnected molecules or ions with the total composition H30O15 from OMol25. Energies are from wB97M-V/def2-TZVPD.

Each line ends with the Löwdin charge.
CARTESIAN COORDINATES (ANGSTROEM)
O -2.262 -3.020 -0.385  -0.039
H -1.978 -2.537 0.415  0.015
H -3.089 -2.650 -0.651  0.044
O 3.029 0.164 -2.669  -0.037
H 3.833 0.587 -2.382  0.029
H 2.355 0.818 -2.643  -0.022
O 3.435 2.460 0.479  -0.068
H 2.663 1.858 0.695  0.011
H 3.917 2.319 1.284  0.011
O 0.701 2.206 -1.515  -0.054
H -0.094 2.570 -1.943  0.040
H 0.697 2.659 -0.673  -0.010
O -0.073 -0.383 -0.393  -0.044
H 0.052 0.219 -1.150  0.039
H 0.438 -0.088 0.313  -0.006
O -2.641 -0.157 -0.871  -0.057
H -1.708 -0.209 -0.587  -0.017
H -2.658 -0.841 -1.538  0.027
O 0.016 3.019 1.007  -0.058
H -0.555 2.235 1.052  0.027
H -0.570 3.801 0.949  0.087
O 1.577 0.678 1.725  -0.049
H 2.306 0.143 1.970  0.063
H 1.487 1.324 2.482  0.119
O -2.121 1.967 -2.843  -0.065
H -2.378 1.694 -1.969  -0.003
H -1.519 1.270 -3.128  -0.022
O -0.390 -0.143 -3.193  -0.010
H -0.989 -0.778 -3.529  0.055
H 0.088 -0.037 -4.016  0.087
O 1.246 -2.921 0.919  -0.031
H 1.882 -2.298 0.563  0.042
H 0.728 -3.028 0.138  -0.025
O 0.873 -1.031 3.739  -0.033
H 0.981 -0.342 3.057  -0.020
H -0.029 -0.976 3.957  -0.008
O -1.331 1.171 2.847  -0.005
H -1.470 0.343 2.423  -0.008
H -1.886 1.262 3.595  0.040
O -1.441 -1.724 1.894  -0.036
H -0.509 -1.997 1.982  0.044
H -1.848 -1.888 2.738  0.070
O 0.008 -2.807 -1.628  -0.090
H -0.839 -3.024 -1.148  -0.002
H 0.066 -1.887 -1.369  -0.031

Calculated values
**HOMO-LUMO gap**: 10.28 eV
**E_LUMO**: -0.0107 Ha
**HOMO energy**: -10.6 eV
**Charge**: 0
**Relative energy (zero: lowest compared OMol25 entry of this formula, charge and spin)**: 1.2933 eV